60
Properties=species:S:1:pos:R:3:nbo_charge:R:1 method="wB97M-V/def2-TZVPD" charge=+2 homo_lumo_gap_ha="0.2529 / 0.2606" fmax_ev_per_a=2.2 lumo_energy_ev="-7.672 / -7.459" molar_mass_g_mol=563.90
Mo -0.42039 0.76000 -1.18008 1.11
O -1.61938 4.62477 -0.74187 -0.43
C -1.52346 3.46607 -0.98894 0.65
N -0.32312 2.70965 -1.11385 -0.69
C 0.93015 3.35086 -0.88637 0.66
O 1.11807 4.43310 -0.43245 -0.44
C 2.03848 2.42342 -1.30722 0.12
C 3.33427 2.86738 -1.43631 -0.18
C 4.29898 1.97831 -1.88592 -0.10
C 3.91953 0.67463 -2.17240 -0.22
C 2.60446 0.29817 -1.99261 0.07
N 1.66480 1.15370 -1.55989 -0.45
C -2.72319 2.58047 -1.21651 0.13
C -3.98056 3.10657 -1.38638 -0.18
C -5.04412 2.23891 -1.59472 -0.08
C -4.80173 0.87163 -1.59017 -0.22
C -3.51450 0.41507 -1.41098 0.08
N -2.47012 1.25030 -1.23955 -0.50
H 3.55899 3.89756 -1.19545 0.27
H 5.32388 2.29721 -2.01960 0.26
H 4.63533 -0.04952 -2.53532 0.26
H 2.28742 -0.71593 -2.19228 0.21
H -4.10208 4.18113 -1.36034 0.28
H -6.04317 2.61975 -1.76008 0.26
H -5.60225 0.15949 -1.73182 0.26
H -3.30025 -0.64486 -1.41015 0.22
Cl -0.06099 -7.10030 -1.27890 0.12
C -0.13290 -5.39821 -1.31369 0.01
C 0.19977 -4.71326 -2.48151 -0.22
C 0.13755 -3.33908 -2.51156 -0.14
C -0.26582 -2.62340 -1.37404 -0.11
C -0.32374 -1.20007 -1.34938 -0.25
C -0.59253 -3.32896 -0.20223 -0.17
C -0.52701 -4.70241 -0.16972 -0.22
H 0.49690 -5.27001 -3.35937 0.26
H 0.39568 -2.80625 -3.41923 0.23
H -0.92313 -0.76645 -0.42679 0.22
H -0.62732 -0.62748 -2.34713 0.22
H -0.91226 -2.78224 0.67858 0.22
H -0.79082 -5.24508 0.72755 0.25
C 0.63424 0.61065 4.56874 -0.42
N -0.00815 0.79646 3.26834 -0.40
C -1.03495 1.83209 3.22810 -0.41
C 0.51909 0.35118 2.11845 0.82
O 0.31542 1.01034 1.05261 -0.72
N 1.25779 -0.78576 2.13736 -0.44
C 1.00491 -1.90031 3.04314 -0.41
C 2.22770 -1.04386 1.08884 -0.41
H 0.76033 1.58699 5.03640 0.23
H 1.61319 0.15703 4.45506 0.22
H 0.02450 -0.00336 5.23236 0.22
H -1.71153 1.68584 4.06842 0.22
H -1.59389 1.76778 2.29984 0.21
H -0.59885 2.83016 3.30207 0.22
H 0.07653 -1.74839 3.58625 0.23
H 1.81984 -2.04593 3.75307 0.22
H 0.90945 -2.81271 2.44998 0.21
H 2.43255 -0.12565 0.55041 0.22
H 1.87627 -1.81006 0.39011 0.19
H 3.15618 -1.39711 1.53921 0.23